{"formula": "C39H18Cl3F4Ge2N6PdS2", "method": "the ωB97M-V functional and the def2-TZVPD basis", "species": ["Pd", "S", "C", "C", "C", "C", "N", "C", "C", "C", "S", "C", "N", "H", "H", "Cl", "Ge", "Cl", "Cl", "C", "Ge", "C", "C", "C", "C", "C", "C", "C", "C", "C", "C", "C", "C", "C", "C", "C", "C", "C", "C", "H", "H", "H", "H", "H", "H", "H", "H", "H", "H", "H", "H", "H", "H", "H", "H", "F", "C", "C", "F", "C", "C", "C", "F", "C", "C", "C", "N", "C", "N", "F", "C", "C", "N", "C", "N"], "coordinates": [[-0.235129, -1.073708, 0.774069], [-0.111265, 1.052926, 0.032783], [-1.288699, 1.920047, 0.991821], [-1.551827, 3.256424, 0.699915], [-2.456092, 3.996707, 1.450345], [-2.645838, 5.390863, 1.155626], [-2.762380, 6.507962, 0.906602], [-3.132944, 3.378191, 2.513315], [-2.876732, 2.046281, 2.804313], [-1.952655, 1.302261, 2.067791], [-1.635507, -0.355703, 2.485320], [-4.065044, 4.113746, 3.324943], [-4.793237, 4.705102, 3.990710], [-1.037344, 3.732492, -0.125608], [-3.398509, 1.573887, 3.627107], [-0.323251, -3.498736, 1.328177], [0.050290, -3.498419, -0.899003], [1.874877, -4.835634, -1.245063], [-1.262894, -5.139013, -1.470601], [0.778459, -1.693057, -0.957139], [2.723310, -1.652000, -0.798434], [3.649112, -2.184544, -2.452040], [3.130453, -1.696633, -3.651545], [3.740388, -1.970754, -4.868381], [4.895766, -2.738574, -4.908134], [5.430453, -3.226876, -3.724369], [4.810709, -2.952454, -2.511861], [3.309996, -2.484126, 0.871574], [4.058838, -3.652829, 0.989890], [4.430586, -4.140335, 2.237015], [4.046919, -3.471369, 3.390324], [3.291452, -2.311213, 3.291205], [2.935617, -1.820841, 2.042931], [3.305940, 0.225506, -0.666637], [4.347315, 0.590101, 0.185797], [4.838911, 1.890119, 0.205938], [4.297290, 2.851029, -0.635294], [3.263873, 2.504261, -1.494446], [2.777960, 1.205130, -1.507446], [0.401816, -1.190438, -1.848259], [2.224875, -1.098575, -3.646435], [3.310329, -1.585368, -5.785235], [5.375157, -2.956261, -5.855002], [6.332104, -3.828283, -3.742814], [5.249716, -3.347594, -1.604584], [4.321346, -4.223331, 0.109324], [5.005559, -5.056374, 2.305406], [4.323764, -3.860337, 4.363139], [2.968082, -1.788609, 4.183014], [2.342063, -0.914389, 1.983951], [4.779986, -0.145178, 0.854963], [5.642821, 2.151512, 0.884117], [4.670055, 3.868133, -0.614214], [2.820507, 3.250561, -2.142580], [1.953207, 0.967169, -2.169757], [-3.146923, 0.502124, -1.600522], [-4.061915, 0.789099, -0.672088], [-4.536555, 2.064204, -0.628446], [-4.033395, 2.944065, -1.499175], [-5.556003, 2.487215, 0.266607], [-5.985690, 1.461912, 1.149232], [-5.516624, 0.185138, 1.097624], [-6.020304, -0.692944, 1.972674], [-4.539215, -0.250121, 0.168224], [-4.111486, -1.593411, 0.068043], [-3.019595, -1.990917, -0.727155], [-2.100396, -2.360982, -1.322538], [-4.697749, -2.669852, 0.797984], [-5.155799, -3.582911, 1.332273], [-6.920556, 1.741709, 2.063787], [-6.124375, 3.775025, 0.239858], [-5.813559, 4.746117, -0.758174], [-5.650983, 5.552663, -1.565700], [-7.164845, 4.197734, 1.119975], [-8.024582, 4.605294, 1.770989]], "atomic_forces_ev_per_a": [[-0.2, 0.4, 0.0], [-0.1, -0.1, 0.1], [0.0, 0.0, 0.0], [0.0, 0.0, 0.0], [0.0, 0.1, 0.0], [0.0, -0.1, 0.0], [0.0, 0.0, 0.0], [-0.1, 0.0, 0.1], [0.0, 0.0, 0.0], [0.0, 0.0, 0.0], [0.0, -0.1, 0.1], [0.1, 0.0, -0.1], [0.0, 0.0, 0.0], [0.0, 0.0, 0.0], [0.0, 0.0, 0.0], [0.1, 0.0, -0.2], [0.4, -0.2, 0.2], [-0.2, 0.2, 0.2], [0.0, 0.2, -0.2], [-0.2, -0.6, -0.2], [0.0, 0.2, -0.1], [0.0, -0.2, 0.0], [0.0, -0.1, 0.0], [0.0, 0.0, 0.0], [0.0, 0.0, 0.0], [0.0, 0.0, 0.0], [0.0, 0.1, 0.0], [0.1, 0.0, 0.0], [0.0, 0.0, 0.0], [0.0, 0.0, 0.0], [0.0, 0.0, 0.0], [0.0, 0.0, 0.0], [0.0, 0.0, 0.0], [0.0, 0.0, 0.0], [0.0, 0.0, 0.0], [0.0, 0.0, 0.0], [0.0, 0.0, 0.0], [0.0, 0.0, 0.0], [0.0, 0.0, 0.0], [0.0, 0.1, 0.0], [0.0, 0.0, 0.0], [0.0, 0.0, 0.0], [0.0, 0.0, 0.0], [0.0, 0.0, 0.0], [0.0, 0.0, 0.0], [0.0, 0.0, 0.0], [0.0, 0.0, 0.0], [0.0, 0.0, 0.0], [0.0, 0.0, 0.0], [0.0, 0.0, 0.0], [0.0, 0.0, 0.0], [0.0, 0.0, 0.0], [0.0, 0.0, 0.0], [0.0, 0.0, 0.0], [0.0, 0.0, 0.0], [0.1, -0.1, -0.1], [-0.1, 0.0, 0.0], [0.0, 0.0, 0.1], [0.0, 0.0, 0.0], [0.0, 0.0, 0.0], [0.0, 0.0, 0.0], [0.0, 0.0, 0.0], [0.0, 0.0, 0.0], [0.0, 0.0, 0.0], [0.0, -0.1, 0.0], [0.1, 0.1, 0.1], [-0.1, 0.0, 0.0], [0.0, 0.1, -0.1], [0.0, 0.0, 0.0], [0.0, 0.0, 0.0], [0.0, 0.1, 0.0], [0.0, -0.1, 0.1], [0.0, 0.0, 0.0], [0.1, 0.0, -0.1], [0.0, 0.0, 0.0]], "fmax_ha_per_bohr": 0.0119, "e_tot_ha": -8683.87469, "e_above_lowest_kj_mol": 0.0, "multiplicity": 2, "total_charge": -2}



{"formula": "C39H21CdN8O2S", "method": "the ωB97M-V functional and the def2-TZVPD basis", "species": ["Cd", "C", "C", "C", "C", "C", "N", "C", "C", "C", "C", "C", "C", "C", "C", "N", "C", "N", "C", "N", "C", "N", "C", "N", "C", "N", "C", "C", "C", "C", "C", "C", "C", "C", "C", "C", "C", "C", "C", "C", "N", "H", "H", "H", "H", "H", "H", "H", "H", "H", "H", "H", "H", "H", "H", "H", "H", "O", "C", "O", "C", "C", "C", "C", "S", "C", "C", "H", "H", "H", "H", "H"], "coordinates": [[0.247028, 0.225470, 0.185023], [4.251073, -2.383944, -4.368533], [4.988353, -2.810447, -3.260662], [4.701552, -2.343396, -1.987583], [3.657454, -1.442751, -1.845557], [3.055721, -0.797283, -0.677870], [3.558176, -0.889219, 0.546909], [3.016222, -0.324860, 1.622666], [3.645935, -0.306957, 2.942648], [4.852957, -0.791385, 3.421887], [5.138445, -0.607400, 4.766437], [4.242124, 0.049612, 5.613107], [3.038471, 0.545694, 5.135437], [2.748282, 0.360640, 3.793014], [1.602417, 0.733961, 2.964024], [0.528696, 1.371841, 3.426768], [-0.442714, 1.846639, 2.661716], [-0.450943, 1.961791, 1.310705], [-1.613990, 2.530886, 0.909148], [-1.953340, 2.857246, -0.329197], [-1.276405, 2.473762, -1.411636], [-0.353130, 1.490107, -1.500112], [0.138172, 1.421288, -2.760321], [1.085478, 0.606248, -3.215199], [1.889987, -0.110643, -2.441471], [1.999282, -0.050500, -1.089152], [2.920588, -1.010772, -2.960178], [3.211202, -1.477369, -4.232965], [-0.549068, 2.412676, -3.585143], [-0.412563, 2.797967, -4.910349], [-1.196987, 3.845917, -5.365432], [-2.093168, 4.502387, -4.516541], [-2.224280, 4.129322, -3.188366], [-1.446484, 3.076415, -2.731462], [-2.437181, 2.825412, 2.085489], [-3.701987, 3.366807, 2.240002], [-4.206127, 3.474811, 3.528128], [-3.466968, 3.046653, 4.632082], [-2.202864, 2.496717, 4.476996], [-1.694764, 2.393593, 3.193821], [1.818276, 0.296036, 1.704608], [4.494523, -2.777423, -5.347949], [5.790876, -3.523588, -3.403436], [5.265633, -2.667424, -1.122170], [5.547403, -1.293402, 2.760499], [6.071807, -0.981601, 5.169178], [4.491048, 0.170244, 6.660347], [2.339912, 1.059910, 5.782932], [2.630957, -1.145632, -5.084353], [0.290716, 2.293366, -5.560509], [-1.114073, 4.173331, -6.394650], [-2.685204, 5.320664, -4.907780], [-2.908788, 4.635996, -2.520116], [-4.275384, 3.678564, 1.376550], [-5.194115, 3.891979, 3.681014], [-3.894702, 3.139472, 5.622812], [-1.624686, 2.147742, 5.323143], [-5.207630, -6.346146, -1.094334], [-4.444658, -5.432835, -1.755843], [-4.424023, -5.476642, -2.958381], [-3.677827, -4.471359, -0.939947], [-3.885721, -4.266844, 0.429320], [-3.161244, -3.321468, 1.120018], [-2.190953, -2.530650, 0.479084], [-1.340160, -1.347650, 1.408446], [-1.974159, -2.754946, -0.890921], [-2.709138, -3.693632, -1.580924], [-5.085207, -6.256011, -0.145019], [-4.635554, -4.830542, 0.975594], [-3.335648, -3.160679, 2.176059], [-1.220683, -2.169826, -1.403473], [-2.546247, -3.855942, -2.638078]], "atomic_forces_ev_per_a": [[-0.8, -1.2, -0.1], [0.0, 0.0, -0.1], [0.0, 0.0, 0.1], [0.1, 0.0, 0.1], [-0.1, 0.0, -0.3], [0.1, 0.2, 0.1], [0.0, -0.1, -0.1], [-0.1, 0.0, -0.1], [-0.1, 0.1, 0.2], [0.1, 0.0, 0.0], [0.1, -0.1, -0.1], [-0.1, 0.0, 0.1], [0.0, 0.0, 0.0], [0.1, -0.1, -0.1], [0.0, 0.0, -0.2], [-0.2, 0.0, 0.1], [0.3, 0.1, 0.0], [-0.3, 0.5, 0.5], [0.2, 0.2, -0.3], [-0.1, 0.0, 0.2], [0.0, -0.1, 0.0], [0.0, 0.4, -0.3], [-0.1, -0.1, 0.0], [0.0, -0.1, 0.0], [0.0, 0.3, 0.0], [0.4, -0.3, -0.4], [0.1, -0.2, 0.2], [0.0, 0.0, 0.0], [-0.1, 0.2, 0.2], [0.0, 0.0, -0.1], [0.0, 0.0, -0.1], [0.0, 0.0, 0.1], [-0.1, 0.0, 0.0], [0.2, -0.1, -0.1], [0.1, -0.1, 0.3], [0.0, 0.0, -0.1], [-0.1, 0.0, 0.0], [0.0, 0.0, 0.0], [0.1, 0.0, 0.1], [-0.2, 0.1, -0.2], [0.5, 0.2, 0.5], [0.0, 0.0, 0.0], [0.0, 0.0, 0.0], [0.0, 0.0, 0.0], [0.0, 0.0, 0.0], [0.0, 0.0, 0.0], [0.0, 0.0, 0.0], [0.0, 0.0, 0.0], [0.0, 0.0, 0.0], [0.0, 0.0, 0.0], [0.0, 0.0, 0.0], [0.0, 0.0, 0.0], [0.0, 0.0, 0.0], [0.0, 0.0, 0.0], [0.0, 0.0, 0.0], [0.0, 0.0, 0.0], [0.0, 0.0, 0.0], [-0.1, 0.0, 0.0], [0.0, -0.2, -0.2], [0.0, 0.0, 0.0], [0.1, 0.2, 0.2], [0.0, -0.1, -0.2], [0.1, 0.1, 0.0], [0.0, -0.1, -0.2], [0.2, 0.2, 0.2], [-0.1, 0.0, 0.1], [-0.1, -0.1, 0.0], [0.1, 0.0, 0.1], [0.0, 0.0, 0.0], [0.0, 0.0, 0.0], [0.0, 0.0, 0.0], [0.0, 0.0, 0.0]], "fmax_ha_per_bohr": 0.0287, "e_tot_ha": -2653.50083, "e_above_lowest_kj_mol": 66.7, "total_charge": -1}